No. 1
Density functional theory data (ωB97M-V/def2-TZVPD) for a molecular structure, C31H48Cl2IrN4O2.

Calculated values
2S+1: 6
<S²>: 8.77
HOMO level (spin up / spin down): 0.0709 / -0.1293 Ha
HOMO-LUMO gap (spin up / spin down): 0.0757 / 0.2450 Eh
Charge: -2

Each line ends with the Löwdin charge.
CARTESIAN COORDINATES (ANGSTROEM)
Ir: 0.47889 0.95530 -0.53977  1.1836
C: 1.39690 4.05813 -2.99587  -0.1239
C: 1.10379 2.19323 -1.80305  -0.3689
N: 0.64106 3.46233 -2.01810  0.0054
H: 3.17487 3.30975 -4.03546  0.0634
N: 2.25425 2.09128 -2.52988  0.0081
H: 1.17568 5.05539 -3.32976  0.0663
C: -0.65666 -0.15322 -1.70812  -0.3757
C: -1.23878 -1.35787 -1.23401  -0.1351
C: -1.88242 -2.22504 -2.12106  -0.0574
C: -1.99136 -1.92290 -3.48106  -0.3146
C: -1.51069 -0.70043 -3.93928  -0.0792
C: -0.86654 0.18267 -3.06810  -0.1572
H: -1.15270 -1.60956 -0.17903  0.0324
H: -2.30180 -3.17014 -1.76457  0.1062
H: -1.61145 -0.45715 -4.99759  0.0894
H: -0.48966 1.12783 -3.44500  0.0789
C: -2.61987 -2.87166 -4.45409  -0.0870
H: -2.70795 -2.38777 -5.42817  0.0621
H: -3.61805 -3.17710 -4.13035  0.0699
H: -2.03866 -3.78773 -4.59837  0.0711
C: -0.61987 4.00323 -1.44368  -0.5606
C: -0.65855 5.49474 -1.69170  -0.1371
C: -1.83844 3.32274 -2.04934  -0.0558
H: -0.72709 5.74367 -2.75425  0.0533
H: -1.55376 5.88953 -1.20212  0.0790
H: 0.20680 5.99402 -1.24242  0.0783
H: -1.49761 4.36040 0.46621  0.0922
H: 0.25423 4.04275 0.55192  0.0869
H: -1.85611 2.24964 -1.82202  0.0571
C: -0.67879 3.75079 0.05525  -0.0609
H: -1.86815 3.45873 -3.13363  0.0746
H: -2.74083 3.77332 -1.61560  0.0882
H: -0.93956 2.69716 0.30118  0.0618
C: 2.37460 3.19591 -3.33385  -0.1306
C: 2.52064 -0.23755 -3.31151  -0.0480
H: 2.25339 0.05676 -4.32676  0.0779
H: 3.26161 -1.04308 -3.35892  0.0871
C: 3.15089 0.91472 -2.55584  -0.5699
H: 4.17678 -0.38669 -1.24475  0.0939
C: 4.45879 1.32590 -3.20312  -0.1301
H: 4.91806 2.17499 -2.67816  0.0784
H: 1.62911 -0.61535 -2.80539  0.0606
H: 2.55947 -0.00945 -0.64219  0.0525
H: 4.34183 1.55686 -4.26932  0.0577
H: 5.13819 0.46999 -3.11458  0.0816
C: 3.44546 0.42657 -1.15380  -0.0533
H: 3.87651 1.22459 -0.54232  0.0942
C: -1.48796 -2.50635 4.59561  -0.0681
N: -1.99974 -2.06016 3.38060  -0.0401
H: 0.32100 -3.73960 4.91504  0.0995
N: -0.33424 -3.34871 2.90967  -0.0461
H: -1.81024 -2.09080 5.53193  0.1027
C: -2.81853 -0.80152 3.24556  -0.5491
C: -4.24389 -0.99506 3.76725  -0.0492
C: -2.08196 0.30514 4.00745  -0.0589
H: -4.28739 -1.19775 4.84647  0.0746
H: -4.80993 -0.06779 3.59686  0.0803
H: -4.77409 -1.77562 3.20376  0.0822
H: -3.44753 0.38165 1.54948  0.0896
H: -3.22387 -1.34409 1.20102  0.0764
H: -1.01742 0.29140 3.73414  0.0180
C: -2.83078 -0.49730 1.76538  -0.0816
H: -2.14869 0.15374 5.09283  0.0752
H: -2.49266 1.29517 3.74903  0.0881
H: -1.81543 -0.27935 1.41800  0.0452
C: -0.43989 -3.31093 4.29443  -0.0759
C: 2.02041 -2.74383 2.73910  -0.0474
H: 2.20274 -2.93772 3.80192  0.0724
H: 2.95281 -2.88375 2.17369  0.0885
C: 0.95007 -3.70883 2.21933  -0.5559
H: 1.46420 -4.02187 0.12100  0.0889
C: 1.34032 -5.15324 2.51500  -0.0538
H: 0.58398 -5.86427 2.15985  0.0849
H: 1.68999 -1.69836 2.65530  0.0395
H: 0.61893 -2.47209 0.45572  0.0578
H: 1.56026 -5.31842 3.57495  0.0729
H: 2.25183 -5.36858 1.94437  0.0798
C: 0.68582 -3.52983 0.73173  -0.0660
H: -0.27905 -3.98819 0.48333  0.0756
C: -1.35908 -2.67066 2.37240  -0.0426
Cl: 0.48150 3.12120 3.74745  0.5300
C: 1.59424 1.82770 3.31956  -0.9995
Cl: 1.47994 0.40615 4.37377  0.0112
C: 1.35546 1.41590 1.85145  -0.7662
O: 1.94930 1.98425 0.90342  -0.1228
O: 0.46090 0.54818 1.55913  -0.2155
H: 2.61223 2.19397 3.41439  0.0588

=====

No. 2
Density functional theory data (ωB97M-V/def2-TZVPD) for a molecular structure, C28H40N4O2PbS.

Calculated values
2S+1: 1
HOMO level: -0.5076 Ha
HOMO-LUMO gap: 0.2989 Eh
Energy above the lowest of the compared OMol25 structures with the same formula, charge and spin: 3.63 kcal/mol
Charge: +2

Each line ends with the Löwdin charge.
CARTESIAN COORDINATES (ANGSTROEM)
Pb: 0.09357 0.29161 -0.91231  1.4062
C: -0.94389 -1.87979 -3.60600  -0.2187
C: -1.37075 -2.57020 -2.34474  -0.1578
N: -0.56538 -2.23606 -1.11552  -0.1335
C: 0.63301 -3.03637 -0.93874  -0.2775
C: 1.64812 -2.86696 -2.04304  -0.4009
S: 2.21832 -1.14787 -2.29335  0.8611
C: 1.75066 -0.78324 -4.01781  -0.4142
C: 0.49439 0.06173 -4.19920  -0.2596
N: -0.69995 -0.43975 -3.47367  -0.1396
H: -0.05152 -2.39985 -3.98503  0.0901
H: -1.74372 -2.10164 -4.34599  0.1482
H: -2.38334 -2.31594 -2.03760  0.1241
H: -1.37916 -3.63502 -2.52195  0.1301
H: -1.15355 -2.27514 -0.28041  0.0978
H: 1.06748 -2.73949 -0.01528  0.0922
H: 0.40750 -4.10236 -0.86894  0.1397
H: 2.49021 -3.48618 -1.71625  0.1001
H: 1.29554 -3.22445 -3.01005  0.0761
H: 2.53832 -0.27755 -4.52082  0.0801
H: 1.68656 -1.72316 -4.58729  0.0950
H: 0.62533 1.08519 -3.86603  0.0876
H: 0.30406 0.07386 -5.26344  0.1292
H: -1.60657 -0.04204 -3.77187  0.1393
C: -2.01006 3.18474 -0.35926  -0.0678
C: -0.92794 4.14269 -0.97777  -0.3678
C: -1.22425 4.37554 -2.44242  -0.0754
C: 0.47455 3.62166 -0.75388  -0.2410
C: 1.25655 3.09493 -1.83179  -0.1146
C: 2.53497 2.56511 -1.63239  -0.0624
C: 3.07280 2.48727 -0.34165  -0.3357
C: 4.37673 1.86360 -0.13521  -0.0465
C: 2.31972 2.92671 0.69413  -0.0463
C: 1.04304 3.51033 0.51477  -0.0208
H: -2.97314 3.68526 -0.27476  0.0907
H: -1.75945 2.84683 0.60002  0.0450
H: -2.16057 2.28519 -1.03939  0.0515
H: -0.95225 5.03766 -0.38300  0.1386
H: -1.26271 3.35739 -2.92413  0.0815
H: -0.42652 4.96254 -2.93846  0.0973
H: -2.22029 4.83432 -2.67169  0.1058
H: 0.93174 3.27882 -2.83705  0.0891
H: 3.08458 2.24963 -2.48938  0.1149
H: 4.42583 0.96635 -0.70630  0.0643
H: 4.54203 1.66072 0.92708  0.0884
H: 5.20053 2.52428 -0.44053  0.1108
H: 2.66094 2.94144 1.74861  0.1373
H: 0.52260 3.99040 1.33122  0.1251
O: 1.36369 -2.46286 5.71149  -0.0773
C: 2.42105 -1.77239 5.05301  -0.1920
C: 1.88065 -1.29349 3.73923  -0.1577
C: 2.68637 -0.85371 2.71472  0.0189
C: 2.12654 -0.44526 1.53097  -0.1235
N: 0.81467 -0.44885 1.27581  -0.0495
C: 0.01627 -0.89101 2.24949  -0.1856
C: 0.50550 -1.32554 3.50411  0.0947
C: -1.42734 -0.86059 1.94319  -0.2077
C: -2.34448 -1.40788 2.83920  0.0960
C: -3.71552 -1.21626 2.56593  -0.1516
C: -4.78831 -1.81428 3.42274  -0.1919
O: -4.17478 -2.52988 4.47201  -0.0323
C: -4.05901 -0.57394 1.41347  -0.0077
C: -3.08296 -0.12197 0.58678  -0.1487
N: -1.79885 -0.24441 0.81461  -0.0155
H: 1.61469 -2.55600 6.69338  0.1541
H: 3.29658 -2.42072 4.81811  0.1452
H: 2.78627 -0.89587 5.63044  0.1505
H: 3.73910 -0.73081 2.84205  0.1292
H: 2.68613 -0.07140 0.69442  0.0786
H: -0.17396 -1.72551 4.29275  0.1369
H: -2.12419 -1.80446 3.78627  0.1030
H: -5.40347 -2.44010 2.76021  0.1379
H: -5.48714 -1.00094 3.84546  0.1685
H: -4.78751 -2.78665 5.13864  0.0911
H: -5.11254 -0.41953 1.06304  0.1567
H: -3.34211 0.49154 -0.30295  0.1229

=====

No. 3
Density functional theory data (ωB97M-V/def2-TZVPD) for a molecular structure, C18H14PSe4Tc.

Calculated values
2S+1: 2
<S²>: 0.89
HOMO level (spin up / spin down): -0.4035 / -0.4061 Ha
HOMO-LUMO gap (spin up / spin down): 0.2224 / 0.2170 Eh
Charge: +1

Each line ends with the natural charge from an NBO analysis.
CARTESIAN COORDINATES (ANGSTROEM)
Tc: 0.74225 0.83470 -1.90901  0.0186
C: -0.51070 -4.50464 2.12425  -0.1631
C: 0.53834 -4.39361 1.22113  -0.1983
C: 0.75543 -3.19618 0.55799  -0.1958
C: -0.07873 -2.10910 0.81165  -0.3094
C: -1.13334 -2.21851 1.71812  -0.1980
C: -1.34638 -3.42145 2.37118  -0.2023
P: 0.24510 -0.55251 -0.00818  1.0375
C: -1.28957 0.28257 -0.49839  -0.3059
C: -2.24062 -0.44058 -1.25200  -0.2214
C: -3.27243 0.21548 -1.88500  -0.1727
C: -3.37811 1.61009 -1.81266  -0.1796
C: -2.45209 2.33440 -1.09810  -0.1777
C: -1.39486 1.68403 -0.44363  -0.2726
C: 1.22200 0.67459 0.85744  -0.3339
C: 1.57169 0.88353 2.17924  -0.1975
C: 2.38519 1.97454 2.46525  -0.1996
C: 2.81001 2.82323 1.44754  -0.1730
C: 2.44291 2.61012 0.12039  -0.2310
C: 1.64252 1.51855 -0.18260  -0.1313
H: -0.68135 -5.44182 2.63694  0.2325
H: 1.18256 -5.24098 1.02952  0.2336
H: 1.56601 -3.10639 -0.15519  0.2273
H: -1.78294 -1.37235 1.90820  0.2235
H: -2.16368 -3.51508 3.07386  0.2330
H: -2.15994 -1.51984 -1.31634  0.2359
H: -4.00417 -0.35239 -2.44403  0.2377
H: -4.19229 2.11438 -2.31583  0.2375
H: -2.53652 3.41068 -1.02263  0.2376
H: -0.73088 2.25902 0.18775  0.2570
H: 1.24058 0.20980 2.95995  0.2313
H: 2.69377 2.16431 3.48457  0.2326
H: 3.43934 3.66942 1.69159  0.2318
H: 2.78178 3.28840 -0.65176  0.2291
Se: 0.40883 2.76806 -3.15023  0.1111
Se: 1.90410 2.99028 -4.91305  0.1146
Se: 3.29122 1.19493 -4.78210  0.0689
Se: 2.48497 -0.12967 -3.00584  0.2319

=====

| no. | maximum force (eV Å⁻¹) | molar mass (g mol⁻¹) |
| --- | --- | --- |
| 1 | 4.44 | 771.87 |
| 2 | 3.17 | 703.92 |
| 3 | 0.26 | 675.12 |